Formula: C39H33IN7S6SbSiTc
Source: the Open Molecules 2025 dataset
Level of theory: ωB97M-V/def2-TZVPD

## Properties
Energy relative to the best compared isomer or geometry (same formula, charge and spin), kJ/mol: 91.80
Largest force on an atom, eV/A: 2.71
HOMO-LUMO gap (spin up / spin down), eV: 6.668 / 6.669
Calculated total energy, Ha: -5185.88402
Lowest unoccupied orbital energy (spin up / spin down), hartree: -0.3156 / -0.3156
Total charge: +3

Geometry as XYZ:
```
89
C39H33IN7S6SbSiTc (ωB97M-V/def2-TZVPD)
Tc 1.08274 1.03518 0.60720
S -0.10301 3.18484 -6.50391
N 1.31125 2.91740 -5.75356
C 1.00461 2.59450 -4.51400
C 1.93204 2.35287 -3.38942
C 3.29685 2.45666 -3.52463
C 4.12629 2.12930 -2.46468
C 3.52591 1.67828 -1.31442
N 2.21602 1.69727 -1.13859
C 1.39610 1.91135 -2.20922
C -0.00238 1.79565 -1.94010
N -0.40804 1.52337 -0.67691
C -1.72517 1.35133 -0.46666
C -2.65654 1.62287 -1.43537
C -2.24151 1.97874 -2.71889
C -0.89734 2.16693 -2.96595
C -0.38511 2.60472 -4.22861
N -1.13232 2.98430 -5.28026
H 3.68868 2.80844 -4.47718
H 5.19660 2.20393 -2.54734
H 4.07724 1.26499 -0.47552
H -2.03020 1.06786 0.52808
H -3.68948 1.64835 -1.18328
H -2.99155 2.21349 -3.46168
S 4.04845 -1.08239 2.69655
Sb 4.61346 -3.05412 1.63408
S 1.32500 -0.92277 -0.32648
S 1.11398 -2.17159 1.29762
S 2.38789 -3.80481 0.98359
S -0.40620 1.07294 2.40174
C 0.42823 1.26590 3.95248
N 1.53443 0.64278 4.26825
C 2.24762 0.91108 5.50753
C 1.24718 1.31355 6.62194
C 0.45833 2.50058 6.12008
N -0.16590 2.09840 4.81167
H 1.77845 -0.12124 3.66861
H 3.02540 1.68596 5.40808
H 2.73210 0.00803 5.79690
H 1.78090 1.64927 7.52621
H 0.59525 0.45887 6.91380
H 1.13971 3.33756 5.94328
H -0.24177 2.85151 6.81837
H -0.91027 2.69776 4.48745
C 0.58373 -6.68709 -0.70702
C 0.85316 -5.79463 -1.72773
C 0.10895 -4.65195 -1.95993
C -0.97152 -4.42848 -1.07697
C -1.26386 -5.34678 -0.06641
C -0.49661 -6.48608 0.13359
Si -2.01291 -2.89301 -1.34269
C -2.99234 -2.12900 0.00069
C -4.07314 -1.21985 -0.30089
C -5.02066 -0.85162 0.60639
C -4.87963 -1.25143 1.92155
C -3.81736 -2.08357 2.28328
C -2.89509 -2.58321 1.35079
C -2.30375 -2.19924 -2.99992
C -3.54536 -2.44460 -3.58605
C -3.86196 -2.00711 -4.85685
C -2.87453 -1.29532 -5.57206
C -1.62832 -1.08625 -5.01982
C -1.35215 -1.48189 -3.72562
H 1.13150 -7.58941 -0.60590
H 1.74246 -5.96043 -2.31906
H 0.36733 -3.99253 -2.80236
H -2.09985 -5.18274 0.60719
H -0.75586 -7.18093 0.85912
H -4.07711 -0.74963 -1.29865
H -5.87909 -0.17404 0.38727
H -5.58480 -0.95107 2.69446
H -3.78722 -2.54044 3.25313
H -2.23837 -3.36516 1.63877
H -4.31055 -3.05228 -3.06499
H -4.83742 -2.21267 -5.32241
H -3.09572 -0.94830 -6.56422
H -0.92524 -0.54782 -5.63736
H -0.43047 -1.17738 -3.26047
I 0.01849 4.63414 0.95068
C 1.81380 3.93618 1.58377
C 2.60550 4.94600 2.11334
C 3.86122 4.59727 2.58787
C 4.28413 3.29153 2.52359
C 3.44658 2.35121 1.94882
N 2.23711 2.67667 1.39492
H 2.17434 5.92727 2.21016
H 4.41510 5.44532 2.99339
H 5.25794 2.89901 3.01564
H 3.78557 1.31149 1.76213
```

Formula: C39H33N5O2S6V
Source: the Open Molecules 2025 dataset
Level of theory: ωB97M-V/def2-TZVPD

## Properties
Energy relative to the best compared isomer or geometry (same formula, charge and spin), kJ/mol: 46.80
2S+1: 4
Largest force on an atom, eV/A: 1.25
HOMO-LUMO gap (spin up / spin down), eV: 4.922 / 5.110
Calculated total energy, Ha: -5263.53512
Lowest unoccupied orbital energy (spin up / spin down), hartree: 0.1524 / 0.1523
Total charge: -2

Geometry as XYZ:
```
86
C39H33N5O2S6V (ωB97M-V/def2-TZVPD)
V 0.21230 -0.37709 0.18031
O -1.65651 -1.21528 0.00021
C -2.44543 -1.24862 1.12559
C -2.55045 0.16688 1.78833
C -1.35371 0.62309 2.57177
C -1.49417 1.14718 3.85356
C -0.35408 1.52917 4.55072
C 0.89595 1.38677 3.96306
C 0.96763 0.88459 2.67172
C 2.26076 0.70791 1.94542
C 2.64804 -0.78919 1.77438
O 1.67695 -1.49471 1.09926
C 2.84194 -1.32221 3.20926
C 1.88627 -2.17263 3.74698
C 1.98380 -2.60041 5.06766
C 3.03999 -2.18440 5.86627
C 4.00472 -1.33356 5.33308
C 3.90131 -0.90709 4.01671
C 3.95672 -0.91585 0.97150
C 4.35633 0.02699 0.03000
C 5.47497 -0.18996 -0.76671
C 6.21469 -1.35624 -0.64012
C 5.82078 -2.30913 0.29048
C 4.70515 -2.08719 1.08518
N -0.14072 0.51843 2.01717
C -3.90241 -1.62308 0.74739
C -4.31502 -1.47146 -0.57047
C -5.61903 -1.76754 -0.95095
C -6.54037 -2.21894 -0.01696
C -6.14242 -2.36788 1.30518
C -4.83774 -2.07166 1.67996
C -1.92694 -2.31118 2.12376
C -1.21164 -3.39355 1.61472
C -0.76978 -4.41180 2.44713
C -1.02043 -4.36227 3.81297
C -1.70248 -3.27429 4.33805
C -2.14870 -2.25896 3.49834
H -3.42574 0.22852 2.43921
H -2.70911 0.85696 0.95463
H -2.48160 1.24103 4.28682
H -0.44086 1.93081 5.55520
H 1.80632 1.66220 4.47917
H 3.04456 1.24978 2.47547
H 2.15178 1.22754 0.98236
H 1.06680 -2.48143 3.10662
H 1.21971 -3.25754 5.46976
H 3.11436 -2.51865 6.89544
H 4.83699 -1.00170 5.94443
H 4.65796 -0.24777 3.59957
H 3.79261 0.94178 -0.10993
H 5.75841 0.56229 -1.49419
H 7.08323 -1.52612 -1.26584
H 6.37890 -3.23415 0.39331
H 4.39532 -2.84093 1.80016
H -3.59701 -1.11880 -1.29486
H -5.91109 -1.64182 -1.98792
H -7.55552 -2.45578 -0.31468
H -6.84716 -2.72290 2.04951
H -4.54189 -2.21012 2.71373
H -0.98649 -3.39785 0.55653
H -0.20334 -5.23653 2.02819
H -0.65941 -5.14965 4.46415
H -1.87786 -3.20420 5.40634
H -2.67264 -1.41412 3.93050
C -2.18524 -1.09157 -5.59640
C -0.86902 -1.38090 -4.97933
N 0.25745 -1.45590 -5.60948
N 1.16661 -1.69041 -4.60797
C 0.63176 -1.74290 -3.37864
S 1.39435 -2.02485 -1.92429
N -0.68734 -1.54864 -3.63321
N -1.72163 -1.51599 -2.70083
H -2.08381 -1.14658 -6.67836
H -2.51846 -0.09013 -5.31547
H -2.93553 -1.80013 -5.24616
H 2.15273 -1.72054 -4.79383
H -1.76524 -0.55312 -2.36402
H -1.41412 -2.04137 -1.88269
S 2.02274 5.50934 -4.81745
C 1.42452 4.64002 -3.50746
S 1.69387 5.04953 -1.86753
C 0.89611 3.69223 -1.07354
C 0.39987 2.77524 -1.93845
S -0.48677 1.29725 -1.64577
S 0.65403 3.12034 -3.64037
S 0.84788 3.78182 0.65563
```

Formula: C39H34ClF3GaN2O4SbSi2
Source: the Open Molecules 2025 dataset
Level of theory: ωB97M-V/def2-TZVPD

## Properties
Energy relative to the best compared isomer or geometry (same formula, charge and spin), kJ/mol: 166.99
Largest force on an atom, eV/A: 1.50
HOMO-LUMO gap, eV: 7.111
Calculated total energy, Ha: -5420.88358
Lowest unoccupied orbital energy, hartree: -0.0269
Total charge: 0

Geometry as XYZ:
```
87
C39H34ClF3GaN2O4SbSi2 (ωB97M-V/def2-TZVPD)
Ga 0.97065 1.09173 1.03021
O -2.50333 5.87605 0.74766
C -3.41727 4.93612 0.83924
O -4.59197 5.18902 0.92743
C -2.93250 3.51588 0.81795
C -3.75099 2.40246 0.91350
Cl -5.42704 2.42141 1.15505
N -2.97349 1.28529 0.82242
N -1.67649 1.64742 0.69644
C -1.63918 2.97114 0.68549
C -0.31130 3.66931 0.58469
O -0.27953 4.88626 0.46071
O 0.74852 2.93842 0.58951
C -3.31863 -0.10603 0.84515
C -4.62749 -0.55872 0.68749
C -4.89765 -1.91816 0.70183
C -3.88378 -2.84860 0.85874
C -2.58331 -2.39934 1.00808
C -2.30114 -1.04427 0.99826
H -1.57698 5.51692 0.66184
H -5.43806 0.12753 0.53581
H -5.92134 -2.24778 0.58240
H -4.10377 -3.90762 0.85672
H -1.76696 -3.09812 1.13522
H -1.28394 -0.71999 1.13974
C 4.16313 2.54349 0.07484
Si 3.33205 0.89707 0.51360
C 3.96019 -0.49532 -0.63288
C 3.90050 0.47002 2.29409
C 5.26429 0.20128 2.45174
C 5.81521 -0.10753 3.68415
C 4.99669 -0.15917 4.80294
C 3.64281 0.09898 4.66649
C 3.06756 0.41744 3.43176
Si 1.18613 0.77072 3.42998
C 0.35013 -0.68945 4.31419
C 0.89721 2.36195 4.42076
H 5.25055 2.46715 0.13474
H 3.83013 3.30813 0.77831
H 3.89507 2.87825 -0.92909
H 4.91597 -0.23248 -1.09122
H 3.25019 -0.68805 -1.44141
H 4.10024 -1.42764 -0.08273
H 5.90910 0.24080 1.57802
H 6.87766 -0.29935 3.77047
H 5.41134 -0.39883 5.77412
H 3.01180 0.05625 5.54968
H 0.65090 -0.72943 5.36325
H 0.62965 -1.63686 3.84832
H -0.73840 -0.61128 4.27974
H 1.25736 2.25486 5.44586
H -0.16383 2.61983 4.45828
H 1.42883 3.19543 3.95791
F 3.03490 -0.66099 -6.91265
C 2.34260 -0.56969 -5.76614
C 2.61896 0.47366 -4.90490
C 1.88506 0.57385 -3.73153
C 0.88924 -0.35287 -3.43760
C 0.64434 -1.40019 -4.31933
C 1.37917 -1.52151 -5.48736
Sb -0.19954 -0.16689 -1.59137
C -0.10914 -2.25666 -1.09787
C 0.93044 -2.66247 -0.26455
C 1.11912 -4.00228 0.03892
C 0.24603 -4.92586 -0.50355
F 0.42978 -6.22890 -0.23102
C -0.80814 -4.55670 -1.31675
C -0.97691 -3.21189 -1.61496
C -2.17259 -0.11905 -2.42477
C -2.43199 0.61818 -3.57557
C -3.73247 0.79113 -4.02419
C -4.76376 0.22179 -3.30149
F -6.02479 0.38639 -3.72970
C -4.53967 -0.51522 -2.15389
C -3.23412 -0.67608 -1.71563
H 3.39392 1.18486 -5.15724
H 2.10094 1.37742 -3.03611
H -0.12151 -2.13154 -4.09151
H 1.21899 -2.34169 -6.17453
H 1.60932 -1.92455 0.15482
H 1.92424 -4.33961 0.67847
H -1.47277 -5.31491 -1.70916
H -1.80111 -2.91317 -2.25165
H -1.61335 1.06038 -4.13208
H -3.95222 1.36568 -4.91390
H -5.37364 -0.94639 -1.61565
H -3.04479 -1.24682 -0.81304
```